The following is a DFT calculation (the ωB97M-V functional and the def2-TZVPD basis) of a molecular structure, C31H32N5O4ReS2.

```
75
Properties=species:S:1:pos:R:3:forces:R:3:lowdin_spin:R:1
Re -0.2446 -0.0656 -1.5927 -0.39 0.72 0.09 0.82
C -6.2910 2.4229 1.2607 -0.01 -0.01 0.02 0.00
C -4.9032 2.0516 0.8272 0.00 -0.02 -0.05 0.00
C -3.7839 2.5877 1.4556 0.04 0.02 0.00 0.00
C -2.4959 2.3030 0.9976 -0.08 -0.04 -0.05 0.00
C -1.2621 2.8271 1.5618 0.06 0.00 0.01 0.00
N -0.9306 2.8186 2.8031 0.04 -0.02 -0.05 0.00
C -1.6736 2.2591 3.9442 -0.04 0.01 -0.02 0.00
C -0.9308 1.1020 4.6134 0.01 0.00 0.05 0.00
C -1.2374 -0.3058 4.0977 0.00 -0.04 -0.03 0.00
N -0.5363 -0.7522 2.8806 0.01 -0.02 0.01 0.00
C 0.3712 -1.6854 2.9191 0.02 0.03 -0.04 0.00
C 1.0182 -2.3300 1.8358 -0.01 0.01 0.00 0.00
C 1.9964 -3.2859 2.1781 0.04 -0.03 -0.04 0.01
C 2.7001 -4.0180 1.2410 -0.06 0.05 -0.04 0.00
C 3.7267 -5.0423 1.6267 0.03 -0.01 0.01 0.00
C 2.3774 -3.7766 -0.0895 0.00 0.00 0.05 0.01
C 1.4354 -2.8227 -0.4935 0.01 0.01 -0.05 0.01
C 1.1547 -2.7203 -1.8940 0.02 0.02 0.11 0.04
N 0.4838 -1.7824 -2.4824 0.06 -0.15 -0.14 0.00
C 0.1687 -1.9911 -3.9253 0.00 0.01 0.06 0.00
C -1.2721 -1.5995 -4.2755 -0.01 -0.01 -0.05 0.00
C -2.2712 -1.7788 -3.1421 -0.03 0.02 0.04 0.01
N -2.1865 -0.6806 -2.1483 0.03 0.09 0.04 0.00
C -3.2900 -0.1618 -1.7488 0.09 -0.04 0.03 0.00
C -3.4186 0.8491 -0.7095 0.03 0.04 0.09 0.00
C -4.6921 1.1694 -0.2306 0.03 0.03 0.00 0.00
C -2.3144 1.4708 -0.1167 -0.20 0.00 -0.01 0.01
O -1.0573 1.2864 -0.5239 0.21 -0.04 -0.01 0.05
C 0.7276 -2.0674 0.4696 0.04 0.09 0.08 0.01
O -0.1810 -1.1875 0.1446 0.04 -0.41 -0.18 0.02
H -6.3327 2.6371 2.3272 0.00 0.01 0.00 0.00
H -6.9987 1.6253 1.0434 -0.01 0.00 0.00 0.00
H -6.6233 3.3163 0.7290 -0.01 0.00 0.00 0.00
H -3.9230 3.2778 2.2798 -0.01 0.00 0.00 0.00
H -0.5042 3.2027 0.8811 -0.01 0.01 0.01 0.00
H -0.0164 3.2038 3.0283 -0.02 0.02 0.01 0.00
H -2.6505 1.9416 3.5902 0.00 0.01 0.02 0.00
H -1.8205 3.0787 4.6471 0.02 -0.02 0.02 0.00
H -1.2513 1.1032 5.6569 0.01 -0.01 0.00 0.00
H 0.1473 1.2797 4.6401 0.00 0.01 -0.03 0.00
H -2.3082 -0.4314 3.9261 0.00 0.03 -0.01 0.00
H -0.9619 -1.0172 4.8745 -0.03 0.01 0.02 0.00
H -0.8337 -0.4439 1.9585 -0.01 -0.01 0.01 0.00
H 0.6510 -2.0155 3.9156 0.00 0.00 0.00 0.00
H 2.1991 -3.4526 3.2306 0.01 0.00 0.01 0.00
H 4.0432 -4.9138 2.6597 0.00 -0.01 0.00 0.00
H 4.6085 -4.9654 0.9922 0.00 -0.02 0.00 0.00
H 3.3235 -6.0503 1.5212 0.01 -0.01 0.00 0.00
H 2.8825 -4.3478 -0.8619 0.01 -0.01 0.01 0.00
H 1.5251 -3.5301 -2.5206 -0.01 -0.03 0.02 0.00
H 0.3329 -3.0458 -4.1446 -0.01 0.01 -0.01 0.00
H 0.8754 -1.4036 -4.5109 -0.01 -0.01 -0.02 0.00
H -1.5903 -2.2288 -5.1073 0.00 0.00 0.00 0.00
H -1.3229 -0.5731 -4.6411 -0.01 0.00 0.01 0.00
H -2.0885 -2.7107 -2.6007 0.00 0.00 -0.01 0.00
H -3.2872 -1.8194 -3.5340 0.01 0.00 -0.02 0.00
H -4.2199 -0.5220 -2.1844 -0.01 -0.01 0.00 0.00
H -5.5523 0.7057 -0.7008 -0.01 0.00 0.00 0.00
O 2.5738 1.6726 0.9238 0.01 0.02 0.02 0.00
S 2.9708 0.9010 -0.2132 -0.09 0.03 0.02 0.00
O 3.4704 -0.4240 -0.0383 0.01 0.02 0.02 0.00
N 1.6276 0.8180 -1.2460 0.06 -0.10 -0.15 0.00
C 1.8343 1.4347 -2.3835 0.16 -0.01 -0.04 0.02
S 0.4325 1.2673 -3.4127 0.05 -0.33 0.02 -0.02
C 3.1460 2.0361 -2.5498 -0.10 0.10 0.09 0.00
C 3.6708 2.7386 -3.6229 0.00 -0.01 0.02 0.01
C 4.9713 3.2186 -3.5091 0.00 0.00 -0.01 0.00
C 5.7144 3.0045 -2.3543 0.00 0.00 0.01 0.01
C 5.1895 2.3024 -1.2649 -0.02 -0.01 -0.02 0.00
C 3.9065 1.8309 -1.3935 0.06 0.01 0.04 0.01
H 3.0896 2.9083 -4.5199 0.00 0.00 -0.01 0.00
H 5.4123 3.7678 -4.3294 0.00 0.00 0.00 0.00
H 6.7239 3.3886 -2.2949 0.00 0.00 0.00 0.00
H 5.7757 2.1405 -0.3707 0.00 0.00 0.00 0.00
```
Positions in Å, forces in eV/Å.

HOMO level (alpha / beta) (eV): -15.935 / -15.869
Net charge: +3
Expectation value of S²: 0.7612
Multiplicity: 2
Energy (eV): -72084.5946
Frontier orbital gap (alpha / beta) (eV): 6.07 / 6.24
Lowest unoccupied orbital energy (alpha / beta) (eV): -9.864 / -9.631

---

The following is a DFT calculation (the ωB97M-V functional and the def2-TZVPD basis) of C6H6ClN in the gas phase at a distorted geometry.

```
14
Properties=species:S:1:pos:R:3:forces:R:3:nbo_charge:R:1
C -1.5706 0.0312 0.2953 1.88 -1.14 -2.70 -0.28
C -0.2356 0.6145 0.6246 0.80 -0.93 0.31 -0.47
C -1.4611 -0.6784 -0.8425 1.59 0.20 0.42 0.01
C 0.6640 0.1146 -0.5306 0.97 1.15 1.75 0.22
C 2.0007 0.2959 -0.5459 -3.22 1.38 2.59 -0.47
C 0.4799 0.2820 1.9262 1.08 0.60 -1.47 0.02
N -0.1576 -0.6277 -1.3789 0.91 0.97 0.22 -0.61
Cl -0.4670 0.0748 3.2371 -1.31 -0.22 1.01 0.09
H -2.4493 0.1964 0.7505 -2.78 0.64 1.78 0.22
H -0.1990 1.6892 0.6020 -0.16 0.88 0.19 0.27
H -2.0502 -1.2613 -1.5052 -1.40 -0.25 0.28 0.21
H 2.5380 -0.1161 -1.2603 2.52 -1.85 -3.50 0.18
H 2.5669 0.8420 0.2084 -0.65 -0.16 -0.02 0.22
H 0.3409 -1.4571 -1.5808 -0.23 -1.26 -0.87 0.39
```
Positions in Å, forces in eV/Å.

HOMO level (eV): -8.006
Energy above the lowest of the compared OMol25 structures with the same formula, charge and spin (kcal per mole): 120.47
Energy (eV): -20326.7659
Frontier orbital gap (eV): 7.74
Lowest unoccupied orbital energy (eV): -0.270